Molecular formula: C10H16O
Method: DFT, ωB97M-V/def2-TZVPD

Structure (XYZ):
```
27
Properties=species:S:1:pos:R:3
C -1.0016 -2.4744 -0.8738
C -2.2220 -1.9990 -0.0398
C 0.2731 -1.9429 -0.3142
C 0.6754 -2.5680 0.9110
C 0.8619 -0.7342 -0.6512
C 1.4912 -1.9121 1.8034
C 1.7344 -0.1444 0.2383
C 2.2228 -0.7363 1.4421
O 3.0833 -0.1181 2.1978
H -0.9790 -3.5671 -0.9570
H -1.0401 -2.1107 -1.9098
H -2.4128 -0.9890 -0.4504
H 0.3868 -3.5565 1.2562
H 0.6124 -0.1825 -1.5641
H 1.7635 -2.4280 2.7229
H 1.9240 0.8858 -0.0588
H 3.3119 -0.6438 2.9726
H -1.9637 -1.9384 1.0166
H -3.1595 -2.5351 -0.2682
C -1.3451 3.3143 -1.0178
C -0.0320 4.0728 -0.8467
H -1.5582 2.3814 -0.5121
H -2.1061 3.9923 -0.6091
H -1.5529 3.1797 -2.0898
H -0.1838 5.0417 -0.3906
H 0.6495 3.4406 -0.2648
H 0.5666 4.2720 -1.7429
```

Computed properties:
- Spin multiplicity: 2
- Total energy: -12668.0319 eV
- Expectation value of S²: 0.7672
- Net charge: +1
- HOMO-LUMO gap (spin up / spin down): 10.0663 / 6.4855 eV
- Energy relative to the best compared isomer or geometry (same formula, charge and spin): 26.46 kcal per mole
- LUMO level (spin up / spin down): -3.925 / -7.512 eV

Molecular formula: C3H5NO2S
Method: DFT, ωB97M-V/def2-TZVPD

Structure (XYZ):
```
12
Properties=species:S:1:pos:R:3
C -1.0522 0.7902 0.2752
C -1.2461 -0.5884 -0.2749
C -0.0818 -0.3049 0.6385
N 1.2647 -0.2689 0.1676
O 2.1804 -0.4769 0.9737
O 2.9821 0.2947 -1.5628
S 1.5537 0.3121 -1.4205
H -0.5703 1.4275 -0.4108
H -1.7160 1.0570 1.1686
H -2.2103 -0.9538 0.0745
H -1.1735 -0.6779 -1.2723
H 0.0693 -0.6108 1.6433
```

Computed properties:
- Total energy: -19607.6310 eV
- Net charge: 0
- HOMO-LUMO gap (spin up / spin down): 8.6239 / 7.8660 eV
- Energy relative to the best compared isomer or geometry (same formula, charge and spin): 112.54 kcal per mole
- LUMO level (spin up / spin down): -0.195 / -0.795 eV

Molecular formula: C7H10
Method: DFT, ωB97M-V/def2-TZVPD

Structure (XYZ):
```
17
Properties=species:S:1:pos:R:3
C -0.2101 -1.1362 -1.7336
C -0.8250 0.0266 -0.9512
C -0.1809 0.2476 0.4158
C 0.7980 1.3880 0.6039
C -0.5733 1.4775 1.2008
C 0.3208 -0.9270 1.1049
C 1.0296 -1.7919 1.5576
H 0.8823 -1.0406 -1.7900
H -0.6162 -1.1705 -2.7519
H -0.4319 -2.0938 -1.2448
H -0.7178 0.9618 -1.5187
H -1.9023 -0.1462 -0.8270
H 1.6214 1.1750 1.2814
H 1.0570 1.9951 -0.2569
H -1.2834 2.1337 0.7009
H -0.6814 1.4148 2.2808
H 1.7134 -2.5140 1.9282
```

Computed properties:
- Total energy: -7418.4298 eV
- Net charge: 0
- HOMO-LUMO gap: 10.3528 eV
- Energy relative to the best compared isomer or geometry (same formula, charge and spin): 60.07 kcal per mole
- SMILES string: C#CC1(CC)CC1
- LUMO level: 1.149 eV

Molecular formula: C38H39N4O4S
Method: DFT, ωB97M-V/def2-TZVPD

Structure (XYZ):
```
86
Properties=species:S:1:pos:R:3
C 2.2769 -0.0328 1.8136
O 1.4953 -0.2405 0.6779
C 1.4156 -1.2790 -0.3126
C 0.7638 -2.5818 0.4048
C 0.9108 -2.8812 1.7554
C 0.1779 -3.9350 2.3325
C -0.6001 -4.7535 1.5138
C -0.7397 -4.5051 0.1336
C -0.0799 -3.3689 -0.4128
C 2.8322 -1.5987 -0.6719
N 3.4158 -2.8159 -0.7441
C 2.8294 -4.0893 -1.2091
C 4.8315 -2.7291 -0.6779
C 5.2988 -1.4230 -0.6882
C 6.6243 -1.1261 -0.3048
C 7.4366 -2.2154 0.0070
C 6.9572 -3.5332 0.0376
C 5.6268 -3.8005 -0.2691
S 3.9561 -0.2910 -0.9217
H 2.3355 1.0766 1.8711
H 1.6594 -0.4723 2.6139
H 3.2682 -0.5266 1.7171
H 1.5635 -2.2532 2.3545
H 0.2573 -4.0743 3.4067
H -1.1784 -5.5914 1.9489
H -1.3377 -5.1277 -0.5486
H -0.2440 -3.0981 -1.4545
H 3.6418 -4.7697 -1.5287
H 2.2131 -4.6028 -0.4447
H 2.2287 -3.9083 -2.1076
H 6.9525 -0.0534 -0.2100
H 8.4647 -2.0217 0.2910
H 7.5684 -4.3785 0.3462
H 5.1536 -4.7855 -0.1423
C -3.5926 5.1099 -0.1119
N -2.9549 3.9261 0.3687
C -3.0419 3.5375 1.6759
O -3.4959 4.2019 2.5980
C -2.3875 2.1273 1.7568
C -3.4595 1.0136 1.8868
C -4.2697 1.1898 3.1775
C -5.6741 1.2033 3.1128
C -6.4024 1.6230 4.2512
C -5.7386 1.9322 5.4330
C -4.3522 1.8186 5.5163
C -3.6200 1.3892 4.3926
N -1.5757 2.1558 0.5097
C -0.7415 1.1132 0.2012
C -0.1580 0.8715 -0.9896
C 0.6114 -0.3870 -1.3782
C 1.4042 -0.2701 -2.6441
C 1.5984 0.9266 -3.3209
C 1.4733 0.9075 -4.7343
N 0.5384 1.8857 -5.2063
O 0.1116 1.9110 -6.3683
O 0.0639 2.6046 -4.2452
C 1.8150 -0.3191 -5.4241
C 2.0473 -1.4949 -4.6504
C 1.5742 -1.5029 -3.3325
C -2.0724 3.1034 -0.4743
C -2.9215 2.4090 -1.5510
C -0.9652 3.9991 -1.0010
H -4.0858 5.6210 0.6999
H -2.9082 5.8237 -0.5658
H -4.3461 4.9087 -0.8787
H -1.7308 2.1149 2.6516
H -4.1284 1.0585 1.0015
H -2.9310 0.0456 1.8604
H -6.1715 0.9509 2.1718
H -7.4841 1.7143 4.1591
H -6.3054 2.2823 6.3064
H -3.8202 2.0732 6.4172
H -2.5370 1.2689 4.4184
H -0.6348 0.4732 1.0795
H -0.4176 1.5931 -1.7725
H -0.1756 -1.2298 -1.4275
H 1.6731 1.9094 -2.8482
H 1.9328 -0.2885 -6.5113
H 2.3877 -2.4286 -5.1328
H 1.3962 -2.5019 -2.8696
H -3.7837 1.9173 -1.0671
H -3.3032 3.1323 -2.2835
H -2.3521 1.6466 -2.0859
H -0.3969 4.3872 -0.1431
H -0.2848 3.4772 -1.6657
H -1.3823 4.8515 -1.5398
```

Computed properties:
- Total energy: -65011.1112 eV
- Net charge: +1
- HOMO-LUMO gap: 5.6713 eV
- Energy relative to the best compared isomer or geometry (same formula, charge and spin): 74.15 kcal per mole
- LUMO level: -4.249 eV

Molecular formula: C4H9NO2
Method: DFT, ωB97M-V/def2-TZVPD

Structure (XYZ):
```
16
Properties=species:S:1:pos:R:3
C -0.7200 0.5174 0.2012
C 0.3053 0.7257 1.2434
C -1.4004 -0.8411 0.2140
C 0.1960 0.7482 -1.1715
O 1.7139 0.5311 0.4101
O 1.9544 -0.8959 0.3618
N 0.3026 -0.1104 -2.1104
H 2.5002 -0.9120 -0.4440
H -1.4526 1.3267 0.1714
H 0.1918 -1.0745 -1.7922
H 0.3591 -0.0069 2.0477
H 0.3906 1.7583 1.5810
H 0.3823 1.8103 -1.3652
H -2.1340 -0.9006 1.0239
H -1.9121 -1.0289 -0.7343
H -0.6772 -1.6473 0.3631
```

Computed properties:
- Total energy: -9874.3727 eV
- Net charge: 0
- HOMO-LUMO gap: 10.0324 eV
- Energy relative to the best compared isomer or geometry (same formula, charge and spin): 131.17 kcal per mole
- SMILES string: [H]/N=C\[C@@H](C)COO
- LUMO level: 0.909 eV

Molecular formula: C4H6AlO7
Method: DFT, ωB97M-V/def2-TZVPD

Structure (XYZ):
```
18
Properties=species:S:1:pos:R:3
O 4.7957 8.8765 2.7544
C 5.5745 8.7559 3.7477
O 5.3858 9.4764 4.7750
O 6.4501 7.7833 3.7278
O 8.6200 5.9335 3.7784
C 8.7364 4.7073 3.2366
O 8.5327 3.6919 3.8837
O 9.7364 4.7876 2.3390
C 7.6938 6.0818 4.8474
C 7.2265 7.5106 4.9054
Al 4.3373 10.0257 3.7718
H 9.9311 3.8996 2.0160
H 8.2136 5.7983 5.7717
H 6.8125 5.4314 4.7626
H 8.0731 8.2078 4.9288
H 6.6007 7.6470 5.7941
O 6.6399 5.5619 1.5041
H 6.5737 6.4047 1.9612
```

Computed properties:
- Total energy: -25162.8371 eV
- Net charge: +1
- HOMO-LUMO gap (spin up / spin down): 8.5057 / 6.4354 eV
- Energy relative to the best compared isomer or geometry (same formula, charge and spin): 45.44 kcal per mole
- LUMO level (spin up / spin down): -5.065 / -7.136 eV

Molecular formula: C30H33BClFeN8O2
Method: DFT, ωB97M-V/def2-TZVPD

Structure (XYZ):
```
76
Properties=species:S:1:pos:R:3
Fe -0.1449 -0.0566 -0.5274
C -0.9271 3.6569 1.2832
C -0.2972 2.4530 0.6546
N -1.0289 1.4611 0.1263
N -2.3848 1.4860 0.1101
C -2.8143 0.4074 -0.5239
O -2.0290 -0.4665 -1.0723
C -4.2756 0.2033 -0.6115
C -4.7709 -0.8945 -1.3140
C -6.1372 -1.1270 -1.3830
C -7.0280 -0.2642 -0.7578
C -6.5414 0.8413 -0.0681
C -5.1764 1.0740 0.0050
C 1.0937 2.2438 0.5354
C 2.1257 3.0736 1.0465
C 3.4341 2.7514 0.8254
C 3.7585 1.5940 0.0729
C 2.7284 0.8102 -0.3884
N 1.4377 1.0867 -0.1645
H -1.9165 3.3997 1.6596
H -1.0547 4.4698 0.5611
H -0.3188 4.0352 2.1067
H -4.0574 -1.5550 -1.7895
H -6.5101 -1.9848 -1.9300
H -8.0945 -0.4477 -0.8107
H -7.2313 1.5228 0.4159
H -4.7823 1.9301 0.5367
H 1.8625 3.9592 1.6109
H 4.2212 3.3817 1.2216
H 4.7832 1.3295 -0.1477
H 2.9147 -0.0892 -0.9650
B 1.7234 -1.9859 -3.1625
N 0.9820 -0.6968 -3.5857
C 1.0215 -0.1579 -4.8160
C 0.3860 1.0696 -4.7717
C -0.0144 1.1949 -3.4363
N 0.3543 0.1248 -2.7396
N 1.2943 -2.5389 -1.7615
C 1.6245 -3.7972 -1.4367
C 1.4336 -3.9800 -0.0809
C 0.9588 -2.7447 0.3591
N 0.8815 -1.8809 -0.6546
H 1.4775 -2.8613 -3.9662
H 2.9228 -1.7596 -3.1283
H 1.5024 -0.6816 -5.6258
H 0.2329 1.7619 -5.5824
H -0.5540 1.9890 -2.9434
H 1.9910 -4.4661 -2.1974
H 1.5984 -4.8727 0.4978
H 0.6407 -2.4412 1.3415
C -4.2479 -0.5586 3.1741
N -3.1543 -1.1800 2.4682
C -3.4179 -2.4391 1.7995
C -1.9727 -0.5549 2.2970
O -1.0325 -1.0141 1.6733
H -4.5941 -1.2026 3.9873
H -5.0840 -0.3654 2.4971
H -3.9189 0.3902 3.5964
H -3.7021 -3.2054 2.5256
H -2.5176 -2.7437 1.2722
H -4.2270 -2.3161 1.0760
H -1.9312 0.4321 2.7849
Cl 5.3969 -0.9732 7.5795
C 4.3349 -0.6421 6.2373
C 3.1186 -0.0072 6.4694
C 2.2792 0.2537 5.4099
C 2.6238 -0.1112 4.0806
C 1.7839 0.1456 3.0010
C 3.8782 -0.7549 3.8932
C 4.7173 -1.0156 4.9518
H 2.8463 0.2747 7.4777
H 1.3316 0.7490 5.5846
H 2.0691 -0.1383 1.9986
H 0.8326 0.6439 3.1276
H 4.1678 -1.0375 2.8884
H 5.6692 -1.5061 4.7977
```

Computed properties:
- Spin multiplicity: 5
- Total energy: -95249.8057 eV
- Expectation value of S²: 6.0907
- Net charge: -1
- HOMO-LUMO gap (spin up / spin down): 4.7480 / 5.8692 eV
- Energy relative to the best compared isomer or geometry (same formula, charge and spin): 0.00 kcal per mole
- LUMO level (spin up / spin down): 2.457 / 1.688 eV

Question: Look up the energy relative to the best compared isomer or geometry (same formula, charge and spin) of the sixth one.
Answer: 45.44 kcal per mole

Please write out number 3 again, unchanged.
Molecular formula: C7H10
Method: DFT, ωB97M-V/def2-TZVPD

Structure (XYZ):
```
17
Properties=species:S:1:pos:R:3
C -0.2101 -1.1362 -1.7336
C -0.8250 0.0266 -0.9512
C -0.1809 0.2476 0.4158
C 0.7980 1.3880 0.6039
C -0.5733 1.4775 1.2008
C 0.3208 -0.9270 1.1049
C 1.0296 -1.7919 1.5576
H 0.8823 -1.0406 -1.7900
H -0.6162 -1.1705 -2.7519
H -0.4319 -2.0938 -1.2448
H -0.7178 0.9618 -1.5187
H -1.9023 -0.1462 -0.8270
H 1.6214 1.1750 1.2814
H 1.0570 1.9951 -0.2569
H -1.2834 2.1337 0.7009
H -0.6814 1.4148 2.2808
H 1.7134 -2.5140 1.9282
```

Computed properties:
- Total energy: -7418.4298 eV
- Net charge: 0
- HOMO-LUMO gap: 10.3528 eV
- Energy relative to the best compared isomer or geometry (same formula, charge and spin): 60.07 kcal per mole
- SMILES string: C#CC1(CC)CC1
- LUMO level: 1.149 eV